(1)
The molecule C8H12N2O2 at a distorted geometry, computed with ωB97M-V with the def2-TZVPD basis set.

The orbital gap comes out at 9.27 eV. The energy above the lowest of the compared OMol25 structures with the same formula, charge and spin is 98.6 kcal per mole. Its SMILES is COc1nc(C)c(OC)nc1C. The value obtained for the HOMO energy is -0.3119 hartree. For the total energy, the calculation gives -571.91621 Ha.

XYZ file:
```
24
Properties=species:S:1:pos:R:3:forces:R:3:lowdin_charge:R:1
O -0.139731 -1.657258 -2.152087 -1.6 -0.2 1.5 -0.1302
H -2.716891 -0.934643 1.632742 0.9 0.6 1.3 0.0882
H -1.315861 -3.477033 -1.384100 -0.2 3.1 -2.0 0.1360
H -1.492631 -0.863017 3.073457 -0.6 1.2 -2.1 0.1186
C -0.015163 -0.789922 -1.036275 -3.7 -3.6 -1.1 -0.2764
C 0.055394 0.812884 0.990941 0.8 1.0 0.2 -0.2694
N 0.977562 0.920086 0.035869 -0.7 1.0 1.8 0.1622
C 2.227986 0.312360 -2.091464 -0.6 -0.8 4.2 0.0033
H 0.918077 3.134957 2.962619 0.6 0.4 0.4 0.0744
C -0.952473 -0.144669 0.956446 0.2 0.7 1.4 -0.2646
H -2.501913 0.603243 2.527382 1.2 -0.5 -0.7 0.0833
H 2.367906 -0.744053 -2.418217 0.7 0.8 0.3 0.0522
H 1.368841 3.114561 1.211578 -0.1 -1.3 1.4 0.1091
H 2.120414 1.849547 2.424883 -0.9 0.9 -0.5 0.1063
H 3.100697 0.789001 -1.257965 -2.5 -1.5 -3.2 0.1519
O 0.038373 1.659221 2.109935 1.1 -1.0 -2.4 -0.0996
H 2.017068 0.868433 -3.003341 0.0 0.5 0.5 0.0420
H -1.695862 -2.732853 -3.271058 1.4 0.3 3.1 0.1203
H -2.297451 -1.778045 -1.849979 1.6 -1.2 0.2 0.0793
C 1.215934 2.477399 2.160718 0.1 0.6 -0.4 -0.0930
C -1.919832 -0.276944 2.138080 -1.5 -2.3 0.0 -0.0323
C -1.398172 -2.454399 -2.099916 -1.0 -1.1 -1.8 -0.1125
N -0.973675 -0.960012 -0.065197 1.2 0.2 -1.1 0.1759
C 0.938204 0.135571 -1.036112 3.6 2.1 -1.1 -0.2251
```
Positions in Å, forces in eV/Å.

=====

(2)
A structure of composition C11H11NOS2 at a distorted geometry, computed with ωB97M-V with the def2-TZVPD basis set.

The orbital gap comes out at 8.01 eV. The energy above the lowest of the compared OMol25 structures with the same formula, charge and spin is 92.9 kcal per mole. The value obtained for the HOMO energy is -0.2752 hartree. For the total energy, the calculation gives -1352.00347 Ha.

XYZ file:
```
26
Properties=species:S:1:pos:R:3:forces:R:3:lowdin_charge:R:1
H -1.050517 4.269889 1.094346 0.8 0.8 -1.6 0.0623
C -1.245074 -0.502619 -1.148212 -1.1 3.5 3.8 -1.0342
H -1.662861 4.348207 2.672537 0.0 0.1 0.9 0.0796
C -1.737557 0.566422 0.442918 1.0 -1.0 -3.3 -0.0353
S 0.108799 0.372644 -1.944543 -0.4 -0.9 0.2 1.0135
S -2.819090 -0.717248 -1.813182 -1.9 0.2 -1.4 0.8060
H -2.604309 3.599396 1.460422 -2.2 0.0 -1.1 0.0648
H 1.046799 -3.748269 0.583386 -1.0 0.2 0.0 0.1052
C 3.329956 -1.723490 -0.837272 -0.3 -1.7 0.8 -0.0758
C 2.567616 -0.707383 -1.282207 0.3 0.4 -0.7 -0.1489
H 4.368934 -1.635704 -1.062492 0.7 -0.6 0.3 0.0958
C -1.637403 3.757203 1.785179 1.5 -0.9 1.1 -0.0047
H 0.013699 1.689262 0.262667 0.7 -0.2 -0.3 0.0627
C -0.847976 1.426834 0.839778 -0.3 1.9 1.9 -0.1076
H -2.633849 -0.316357 -3.076804 0.2 -0.1 -0.1 -0.1264
O -1.125454 1.962889 3.198521 0.4 -0.3 -0.6 0.0719
H -2.756716 0.555106 0.765099 -0.5 -0.7 0.5 0.0711
H 2.852929 0.094331 -1.885356 1.5 1.1 -0.7 0.0960
N -0.820446 -1.660311 -0.546259 3.4 -0.6 -0.8 -0.0420
C 1.247409 -0.739016 -1.147129 -4.1 -0.8 1.4 -0.4575
H -1.410068 -2.219074 -0.016811 -1.2 -0.9 0.9 0.1188
C 0.552851 -1.730485 -0.407347 1.4 -1.6 -0.9 -0.2094
C 2.675487 -2.830939 -0.197506 3.2 1.2 -0.3 -0.0924
H 3.373665 -3.613784 0.164068 -0.9 0.3 -0.2 0.1126
C -1.123303 2.362434 2.053375 -0.5 -0.7 0.4 -0.4099
C 1.336480 -2.859936 0.042825 -0.7 1.3 -0.1 -0.0160
```
Positions in Å, forces in eV/Å.

=====

(3)
A cluster of 2 separate species, C5H13N in total at a distorted geometry, computed with ωB97M-V with the def2-TZVPD basis set.

The orbital gap comes out at 5.46 eV. The energy above the lowest of the compared OMol25 structures with the same formula, charge and spin is 192.6 kcal per mole. The value obtained for the HOMO energy is -0.2352 hartree. For the total energy, the calculation gives -252.75618 Ha.

XYZ file:
```
19
Properties=species:S:1:pos:R:3:forces:R:3:lowdin_charge:R:1
H 2.859338 -1.225839 -1.090764 -0.2 -0.4 -0.2 0.0723
C 0.693008 -1.041902 -1.455361 -1.0 1.7 1.2 -0.2420
H 1.842501 -1.740703 0.283579 -0.1 -0.1 -0.1 0.0740
N 0.290987 0.980059 1.091397 -1.4 1.3 0.3 -0.0988
C 1.916767 -1.061948 -0.570651 0.3 1.0 0.0 -0.1194
C -0.426446 0.037025 1.906998 0.6 0.8 -1.6 -0.1446
H -1.411321 -0.337249 1.652335 -0.1 0.4 -0.2 0.0415
H 2.014419 -0.039453 -0.181213 0.1 -0.2 0.4 0.0683
H -3.038151 1.917475 0.888950 -0.1 -0.1 0.1 0.0678
H -1.196082 1.671186 -0.274813 -0.7 -0.8 0.1 0.0473
H 0.471252 -1.988182 -1.925645 -0.2 0.2 -0.7 0.1096
H 0.366453 -0.602631 1.334316 -0.6 -1.4 1.2 0.1204
H -1.400710 -0.327375 -1.492939 0.1 -0.5 -0.1 0.0922
H 0.373159 1.672728 -0.805758 0.3 -0.5 -0.1 0.1099
C -0.320115 1.023423 -0.217041 1.8 0.8 0.4 -0.3609
H -2.785513 1.222769 0.812111 -0.2 0.1 0.1 0.0365
C -0.504344 -0.323035 -0.868978 -0.6 -1.1 0.4 -0.0788
H -0.409800 0.258947 2.968283 0.9 -0.6 0.1 0.0766
H 0.664598 -0.095293 -2.054806 1.3 -0.9 -1.4 0.1280
```
Positions in Å, forces in eV/Å.

=====

(4)
A structure of composition C20H45MgN6O8 at a distorted geometry, computed with ωB97M-V with the def2-TZVPD basis set.

The orbital gap comes out at 2.00 eV. As for the total charge: +1. The energy above the lowest of the compared OMol25 structures with the same formula, charge and spin is 334.4 kcal per mole. The value obtained for the HOMO energy is -0.3812 hartree. For the total energy, the calculation gives -1919.03613 Ha.

XYZ file:
```
80
Properties=species:S:1:pos:R:3:forces:R:3:lowdin_charge:R:1
H 13.945470 -11.596863 -15.779754 -0.5 -0.2 -0.6 0.0858
C 21.061901 -9.528292 -22.802417 0.8 2.9 -1.3 -0.3301
C 7.955910 -16.537683 -11.376992 0.5 0.8 1.6 -0.0157
H 21.496662 -16.164540 -3.831817 -0.2 0.1 0.1 0.0920
H 21.068658 -15.340895 -13.648696 -0.3 0.0 0.7 0.0915
H 20.862730 -17.776965 -3.552577 0.1 -0.1 0.3 0.0964
H 24.120310 -10.407659 -22.752348 -0.2 -0.3 -0.4 0.0835
C 14.027636 -10.527797 -15.975828 -0.2 0.3 0.9 -0.0311
H 15.020382 -10.332575 -15.570331 -0.1 0.6 0.0 0.0845
H 23.155779 -4.689119 -7.485883 0.4 -0.2 -0.3 0.1288
H 21.476130 -7.535757 -5.466412 -0.7 -0.6 0.2 0.0903
C 14.458140 -19.072714 -21.070078 -0.5 0.6 -2.8 -0.2921
Mg 15.542976 -13.139486 -9.610293 0.3 -0.2 -0.4 1.0800
H 20.824415 -18.807412 -6.220652 0.9 -0.2 0.5 0.0888
H 24.022858 -9.726180 -21.224741 -0.8 0.3 0.5 0.0883
H 10.357289 -17.209926 -12.702959 -1.0 -0.1 -0.4 0.0918
H 23.658336 -8.759817 -22.701320 -0.3 0.1 0.4 0.0895
C 16.657712 -18.569011 -22.152474 0.5 0.0 -0.2 -0.0501
H 7.697537 -16.796716 -12.403762 0.8 0.0 0.0 0.0904
C 19.049327 -14.534986 -12.991099 0.7 -0.7 -0.8 -0.6397
H 11.038148 -9.926508 -15.775382 -0.4 0.3 -0.9 0.0915
N 15.767173 -18.652838 -20.988441 0.3 -0.5 -0.1 -0.1804
H 20.073327 -5.478868 -7.266338 -0.2 0.7 -0.2 0.0862
O 13.720118 -10.385995 -13.323118 2.2 -1.3 2.7 0.0024
O 23.843316 -6.610413 -8.112585 -1.7 2.9 1.7 -0.0302
C 16.450394 -18.383914 -19.736092 -1.5 -0.4 1.7 -0.0924
C 13.050025 -9.622419 -13.942650 -1.5 0.0 -1.1 -0.3976
H 16.375046 -19.072941 -23.076737 -0.8 -0.2 0.5 0.0886
O 17.940234 -15.120637 -12.904918 0.2 0.2 0.0 0.1128
H 9.880659 -18.386869 -11.421704 -0.2 0.2 -0.1 0.0954
C 20.104484 -14.978094 -14.004836 -0.5 -0.3 -0.6 0.0266
H 19.977116 -18.023342 -7.282968 -0.3 1.6 -0.1 0.0901
N 22.113263 -10.130698 -22.229243 0.7 -1.4 1.7 -0.1876
H 11.318146 -17.358443 -11.442426 -0.3 0.3 1.3 0.0799
H 16.486034 -17.337209 -19.434042 0.8 0.3 -0.8 0.0865
H 7.566249 -17.293289 -10.694866 0.0 -0.3 -0.2 0.0887
H 19.131449 -15.869631 -4.218275 -0.2 -0.1 -0.1 0.1400
C 23.507082 -9.707680 -22.184815 0.4 0.4 -1.3 -0.0491
O 13.878689 -19.276635 -22.158155 1.3 0.2 2.4 -0.0187
H 12.069675 -9.105532 -17.093977 -0.1 -0.6 0.1 0.0871
H 9.107116 -14.699186 -10.035178 0.7 0.5 0.6 0.1410
H 19.622803 -15.777104 -14.568456 0.0 -0.4 0.2 0.0861
C 11.847685 -9.244712 -16.035941 0.5 0.3 1.3 -0.0360
C 20.862796 -5.272834 -6.543573 0.6 -0.7 0.0 -0.0708
C 9.905729 -15.406582 -10.307249 3.1 0.9 1.1 -0.3590
H 11.623934 -8.242746 -15.669735 -0.3 0.0 0.1 0.0838
H 16.882517 -17.545315 -22.451823 -0.2 0.3 0.3 0.0863
C 21.470875 -7.553697 -6.556247 1.6 -0.5 0.5 -0.0715
H 22.170099 -8.348607 -6.815688 0.2 0.4 -0.4 0.0874
O 21.127285 -8.406325 -23.332062 -0.4 -1.8 0.8 -0.0133
H 20.375241 -14.295099 -14.810019 -0.3 0.8 0.4 0.0882
H 22.852765 -12.004316 -21.623576 0.0 0.2 0.0 0.0828
H 22.304544 -17.520561 -4.458449 -0.3 -0.1 -1.0 0.0987
N 12.991442 -9.757253 -15.260884 0.3 0.9 -2.4 -0.1955
N 9.412735 -16.339724 -11.023462 -2.8 -4.0 -3.8 -0.1687
C 21.901679 -11.476563 -21.694383 0.0 -0.4 -1.0 -0.0666
C 20.747493 -17.772429 -6.553820 -0.3 -1.2 0.1 -0.0404
H 7.396177 -15.635832 -11.129062 0.2 0.2 0.0 0.0791
H 13.975215 -10.181206 -17.007921 0.1 -0.7 0.0 0.0857
H 21.239097 -4.250256 -6.514640 -0.3 0.0 -0.2 0.0873
C 21.300034 -17.124812 -4.308601 0.8 0.0 2.8 -0.0960
H 15.885538 -18.723491 -18.867917 -1.0 -0.4 -0.2 0.0738
H 20.130546 -10.115177 -22.783896 0.1 0.0 0.1 0.1350
H 17.329591 -18.980814 -19.493531 0.6 0.4 -1.0 0.0896
H 21.395935 -11.566432 -20.733003 0.0 0.4 0.0 0.0840
C 10.245076 -17.381431 -11.632404 1.0 0.0 -0.6 -0.0443
H 13.896854 -19.091771 -20.123081 0.4 -0.2 0.1 0.1304
O 19.179647 -13.618605 -12.154459 -0.1 0.4 0.4 0.1468
N 20.413806 -16.982447 -5.382206 -0.7 -0.2 -1.5 -0.2097
H 12.375664 -8.885084 -13.480287 0.0 0.1 -0.2 0.1415
H 21.335791 -11.991214 -22.470914 -0.2 -0.5 0.4 0.0837
C 19.281821 -16.274899 -5.230863 -0.6 1.1 -3.4 -0.2931
O 18.570773 -15.973481 -6.229235 0.7 -0.7 2.5 -0.0629
H 21.692560 -17.433919 -6.978496 -0.2 -0.1 -0.3 0.0977
N 21.940497 -6.217724 -6.851798 0.3 1.5 -0.8 -0.2150
O 11.142767 -15.443972 -10.072041 -1.7 1.7 0.6 -0.0747
H 20.501854 -7.826467 -6.974208 -0.1 0.4 0.0 0.0859
H 17.614729 -19.007376 -21.869541 0.0 -0.1 0.1 0.0786
H 20.430870 -5.550425 -5.582071 0.2 0.3 0.2 0.0802
C 23.083179 -5.786624 -7.535081 -0.2 -4.1 -0.7 -0.2588
```
Positions in Å, forces in eV/Å.